Molecular formula: C2H2FNO
Method: DFT, ωB97M-V/def2-TZVPD

As for the structure (SMILES): O=C1CN1F. The LUMO energy is -0.327 eV. The value obtained for the energy above the lowest of the compared OMol25 structures with the same formula, charge and spin is 442.8 kJ/mol. Its total energy is -8356.02938 eV. Its HOMO-LUMO gap is 10.42 eV. The strongest force on any atom comes out at 9.89 eV/A.

Geometry (Å):
O  -1.63  -0.68  1.35
C  -0.58  -0.29  0.59
C  0.53  -0.44  -0.40
N  0.18  0.75  0.34
F  -0.09  2.01  -0.21
H  1.58  -0.74  -0.45
H  0.02  -0.61  -1.23

These are the Löwdin partial charges, in e, on atoms 1 to 4: O 0.00; C -0.26; C 0.03; N 0.02

***

Molecular formula: C10H22N3
Method: DFT, ωB97M-V/def2-TZVPD

The charge is +1. The LUMO energy is -2.950 eV. The value obtained for the energy above the lowest of the compared OMol25 structures with the same formula, charge and spin is 701.9 kJ/mol. Its total energy is -15184.51624 eV. Its HOMO-LUMO gap is 9.50 eV. The strongest force on any atom comes out at 6.30 eV/A.

Geometry (Å):
C  1.96  -0.10  -2.14
C  1.15  -0.70  -1.49
C  2.90  0.48  -2.97
C  -2.27  -1.25  0.46
C  -1.45  -1.57  -1.84
C  2.05  -1.11  1.17
C  0.03  -1.93  2.24
C  0.56  2.24  0.78
C  -1.36  2.25  -0.58
C  0.02  -1.31  -0.10
N  -1.23  -1.32  -0.49
N  0.68  -1.54  0.99
N  -0.68  1.60  0.55
H  2.87  1.64  -2.96
H  3.85  0.21  -2.69
H  2.79  0.25  -3.98
H  -2.36  -2.27  0.97
H  -2.13  -0.47  1.18
H  -3.22  -1.01  0.08
H  -2.57  -1.38  -2.04
H  -0.77  -0.93  -2.47
H  -1.31  -2.57  -2.27
H  2.14  -0.53  2.18
H  2.68  -1.93  1.00
H  2.29  -0.44  0.25
H  -0.88  -2.69  2.17
H  0.65  -2.56  2.83
H  -0.38  -0.97  2.74
H  0.70  3.35  0.95
H  1.01  1.58  1.52
H  1.15  2.01  -0.06
H  -2.29  1.91  -0.79
H  -1.20  3.23  -0.42
H  -0.80  1.93  -1.45
H  -1.28  1.81  1.37

These are the Löwdin partial charges, in e, on atoms 1 to 4: C -0.16; C 0.11; C -0.08; C -0.04

***

Molecular formula: C39H48IrN8O3S
Method: DFT, ωB97M-V/def2-TZVPD

As for the multiplicity: 6. The charge is +4. The LUMO energy (spin up / spin down) is -10.722 / -12.622 eV. The value obtained for the energy above the lowest of the compared OMol25 structures with the same formula, charge and spin is 55.1 kJ/mol. Its total energy is -72920.09371 eV. Its HOMO-LUMO gap (spin up / spin down) is 6.34 / 5.22 eV. As for the expectation value of S²: 8.8413. The strongest force on any atom comes out at 2.20 eV/A.

Geometry (Å):
Ir  -0.73  0.60  0.32
C  5.07  4.54  1.30
C  4.07  3.41  1.40
C  4.52  2.09  1.46
C  3.67  1.09  1.84
C  4.07  -0.18  2.42
N  4.99  -0.99  1.97
C  5.84  -0.92  0.77
C  5.12  -1.34  -0.50
C  4.58  -2.77  -0.60
N  3.17  -2.92  -0.14
C  2.50  -4.01  0.00
C  1.14  -3.98  0.54
C  0.50  -5.18  0.77
C  -0.77  -5.21  1.40
C  -1.50  -6.48  1.57
C  -1.28  -4.03  1.93
C  -0.72  -2.78  1.67
C  -1.29  -1.68  2.49
N  -1.29  -0.43  2.26
C  -1.68  0.44  3.37
C  -2.61  1.56  3.01
C  -1.94  2.88  2.52
N  -0.68  2.52  1.79
C  0.38  3.14  2.15
C  1.75  2.78  1.75
C  2.71  3.75  1.58
C  2.25  1.40  2.04
O  1.57  0.52  2.51
C  0.51  -2.72  0.94
O  1.06  -1.62  0.69
H  5.69  4.43  0.42
H  5.69  4.59  2.20
H  4.53  5.49  1.15
H  5.62  2.04  1.48
H  3.52  -0.60  3.23
H  5.19  -1.80  2.56
H  6.71  -1.56  0.98
H  6.24  0.10  0.66
H  5.82  -1.24  -1.36
H  4.31  -0.63  -0.63
H  5.21  -3.48  -0.08
H  4.59  -3.02  -1.66
H  2.57  -2.10  0.01
H  3.05  -4.93  -0.19
H  1.00  -6.07  0.43
H  -2.44  -6.33  2.04
H  -0.94  -7.19  2.15
H  -1.68  -7.01  0.62
H  -2.13  -4.13  2.60
H  -1.73  -2.06  3.43
H  -0.71  0.79  3.82
H  -2.12  -0.24  4.13
H  -3.10  1.85  3.96
H  -3.29  1.19  2.23
H  -1.75  3.57  3.38
H  -2.63  3.26  1.75
H  0.36  3.97  2.89
H  2.43  4.81  1.52
C  1.76  2.95  -3.78
N  0.39  3.22  -3.32
C  -0.49  4.07  -3.95
C  -1.63  4.07  -3.20
N  -1.41  3.23  -2.11
C  -0.17  2.66  -2.25
S  0.67  1.43  -1.27
C  -2.51  3.04  -1.19
C  -3.34  4.11  -1.04
C  -4.55  3.88  -0.33
C  -4.86  2.58  0.05
C  -3.83  1.62  -0.04
N  -2.67  1.85  -0.65
H  1.70  2.05  -4.40
H  2.36  2.82  -2.89
H  2.13  3.80  -4.35
H  -0.27  4.53  -4.86
H  -2.60  4.49  -3.44
H  -3.05  5.12  -1.38
H  -5.22  4.71  -0.14
H  -5.73  2.34  0.64
H  -3.92  0.61  0.38
O  -2.18  -1.05  -0.38
C  -2.50  -2.09  -0.92
C  -3.93  -2.52  -0.86
C  -4.50  -2.17  -2.27
C  -3.79  -1.02  -3.08
C  -2.55  -1.49  -3.84
C  -1.38  -1.87  -2.99
N  -1.69  -2.74  -1.81
H  -4.36  -1.93  -0.06
H  -4.12  -3.55  -0.61
H  -5.57  -1.95  -2.20
H  -4.42  -3.06  -2.91
H  -3.54  -0.15  -2.43
H  -4.50  -0.65  -3.81
H  -2.18  -0.74  -4.56
H  -2.88  -2.31  -4.43
H  -0.87  -1.01  -2.54
H  -0.65  -2.42  -3.56
H  -2.13  -3.63  -2.10

These are the Löwdin partial charges, in e, on atoms 1 to 4: Ir 1.05; C 0.00; C -0.18; C 0.05

***

Molecular formula: C10H16S
Method: DFT, ωB97M-V/def2-TZVPD

The LUMO energy (spin up / spin down) is -0.754 / -1.700 eV. The value obtained for the energy above the lowest of the compared OMol25 structures with the same formula, charge and spin is 588.8 kJ/mol. Its total energy is -21458.74762 eV. Its HOMO-LUMO gap (spin up / spin down) is 7.97 / 5.43 eV. The strongest force on any atom comes out at 4.49 eV/A.

Geometry (Å):
C  4.40  -2.67  0.02
C  -5.25  -0.05  -2.30
C  -6.14  -0.84  -1.70
C  3.69  -1.55  -0.37
C  3.37  -0.50  0.59
C  2.61  0.55  0.20
C  2.26  1.56  1.12
C  1.50  2.66  0.79
C  -1.71  -0.62  1.43
C  0.60  2.73  -0.24
S  -1.01  -1.07  3.07
H  4.77  -3.35  -0.73
H  4.75  -2.69  1.03
H  -4.20  -0.42  -2.15
H  -5.32  0.91  -2.70
H  -7.19  -0.46  -1.76
H  -5.98  -1.73  -1.12
H  3.54  -1.34  -1.43
H  3.65  -0.74  1.63
H  2.30  0.77  -0.80
H  2.86  1.60  2.06
H  1.54  3.50  1.41
H  -1.58  -1.52  0.97
H  -2.81  -0.46  1.54
H  -1.16  0.24  0.86
H  0.02  3.64  -0.54
H  0.52  1.86  -0.85

These are the Löwdin partial charges, in e, on atoms 1 to 4: C 0.02; C -0.08; C -0.08; C -0.18

***

Molecular formula: C20H16Cl4IrN7O4S2
Method: DFT, ωB97M-V/def2-TZVPD

As for the multiplicity: 2. The charge is +1. The LUMO energy (spin up / spin down) is -4.072 / -5.464 eV. The value obtained for the energy above the lowest of the compared OMol25 structures with the same formula, charge and spin is 40.4 kJ/mol. Its total energy is -114213.65823 eV. Its HOMO-LUMO gap (spin up / spin down) is 6.85 / 5.47 eV. As for the expectation value of S²: 0.7741. The strongest force on any atom comes out at 0.19 eV/A.

Geometry (Å):
Ir  -0.41  -0.27  -2.04
N  3.19  0.41  4.61
C  3.14  0.04  3.28
C  3.63  0.90  2.29
C  3.53  0.56  0.95
C  2.89  -0.62  0.58
C  2.43  -1.49  1.56
C  2.55  -1.17  2.89
S  2.75  -1.06  -1.11
O  2.14  -2.36  -1.17
O  3.98  -0.77  -1.77
N  1.59  -0.07  -1.76
C  1.61  1.29  -1.83
N  0.32  1.63  -2.11
C  -0.02  2.91  -2.22
C  0.97  3.87  -2.09
C  2.25  3.43  -1.80
N  2.59  2.14  -1.66
H  3.88  1.10  4.85
H  3.16  -0.35  5.28
H  4.13  1.82  2.57
H  3.95  1.21  0.19
H  2.00  -2.44  1.26
H  2.21  -1.86  3.66
H  -1.06  3.14  -2.42
H  0.75  4.92  -2.19
H  3.06  4.14  -1.68
Cl  -4.61  -5.48  -3.25
C  -3.95  -3.92  -3.05
C  -4.80  -2.77  -3.23
Cl  -6.43  -3.01  -3.66
C  -4.32  -1.50  -3.06
Cl  -5.28  -0.11  -3.25
C  -2.95  -1.33  -2.71
O  -2.41  -0.18  -2.52
C  -2.10  -2.48  -2.54
O  -0.86  -2.25  -2.24
C  -2.63  -3.78  -2.71
Cl  -1.58  -5.11  -2.46
C  -2.51  2.64  2.92
C  -1.05  2.33  2.58
C  -0.92  1.12  1.72
N  -0.77  1.16  0.45
N  -0.72  -0.10  -0.10
C  -0.80  -1.09  0.77
N  -0.72  -2.40  0.49
S  -1.01  -0.49  2.37
H  -2.57  3.53  3.55
H  -2.97  1.81  3.47
H  -3.09  2.81  2.02
H  -0.47  2.18  3.49
H  -0.60  3.16  2.03
H  -0.37  -2.69  -0.42
H  -0.67  -3.05  1.25

These are the Löwdin partial charges, in e, on atoms 1 to 4: Ir 1.51; N 0.11; C -0.31; C -0.01

***

Molecular formula: C2H2N2OS
Method: DFT, ωB97M-V/def2-TZVPD

As for the multiplicity: 3. The LUMO energy (spin up / spin down) is 0.646 / -3.182 eV. The value obtained for the energy above the lowest of the compared OMol25 structures with the same formula, charge and spin is 130.5 kJ/mol. Its total energy is -17964.52493 eV. Its HOMO-LUMO gap (spin up / spin down) is 6.26 / 6.75 eV. As for the expectation value of S²: 2.0157. The strongest force on any atom comes out at 3.56 eV/A.

Geometry (Å):
C  1.58  -0.50  -1.64
C  -1.19  0.81  2.30
N  0.89  -1.25  -2.31
N  -1.58  0.83  1.18
O  -0.48  0.63  3.19
S  2.10  0.57  -0.64
H  -2.43  1.08  0.67
H  1.11  -2.18  -2.76

These are the Löwdin partial charges, in e, on atoms 1 to 4: C -0.86; C -0.45; N 0.05; N 0.19

***

Q: Among the records above, which one has the lowest strongest force on any atom?
A: C20H16Cl4IrN7O4S2

***

Q: Which of these has the lowest strongest force on any atom?
A: C20H16Cl4IrN7O4S2

***

Q: What is the formula in the fifth record?
A: C20H16Cl4IrN7O4S2

***

Q: Look up the strongest force on any atom of the fifth one.
A: 0.19 eV/A